ORCA calculation (ωB97M-V with the def2-TZVPD basis set) on a 2-piece molecular cluster, C45H56N2O overall in a non-equilibrium geometry.

The geometry in XYZ format:
```
104
Properties=species:S:1:pos:R:3:forces:R:3:mulliken_charge:R:1
C 2.618 -0.235 3.121 0.07 -0.18 0.07 -1.362
C 1.418 0.656 3.433 -0.39 -0.15 -0.27 2.167
C 0.211 -0.227 3.757 -0.08 -0.39 0.25 -1.371
C 1.768 1.481 4.683 0.12 0.21 0.04 -1.678
C 1.103 1.646 2.293 -0.14 0.12 -0.37 -0.313
C 0.239 2.706 2.562 0.01 0.81 0.26 0.224
C -0.027 3.693 1.618 -0.53 -0.53 0.10 -1.858
C 0.732 3.743 0.456 0.41 0.17 0.65 -0.264
C 1.801 2.855 0.289 -0.61 0.13 -0.25 0.406
C 3.035 3.321 -0.508 -0.63 -0.28 -0.60 2.285
C 2.982 2.812 -1.944 0.34 -0.11 -0.40 -1.495
C 4.311 2.896 0.223 -0.05 -0.01 0.15 -1.575
C 3.060 4.857 -0.564 -0.05 0.07 0.11 -1.858
C 1.677 1.619 1.003 -0.56 0.39 0.61 -0.670
N 1.765 0.367 0.312 0.84 -0.80 -0.21 1.299
C 2.815 -0.061 -0.505 0.08 -0.11 0.12 -1.440
C 2.346 -0.975 -1.365 -0.26 -0.19 0.19 -0.751
N 0.981 -1.149 -1.116 1.32 -0.42 0.39 1.890
C 0.134 -1.904 -2.010 -0.23 -0.30 -0.36 -0.659
C -0.677 -1.236 -2.974 -0.10 0.20 -0.07 0.406
C -0.482 0.230 -3.498 -0.44 -0.01 0.49 2.289
C -1.725 0.725 -4.247 -0.12 -0.06 -0.35 -2.284
C 0.734 0.207 -4.424 0.03 -0.22 -0.19 -1.841
C -0.289 1.310 -2.450 0.23 0.59 0.55 -0.182
C -1.636 -2.005 -3.650 0.01 -0.18 -0.09 -0.078
C -1.601 -3.393 -3.631 0.35 0.14 0.17 -1.584
C -0.619 -4.023 -2.884 -0.32 -0.10 -0.13 -0.756
C 0.170 -3.318 -1.965 0.06 -0.19 0.03 0.438
C 1.053 -4.228 -1.050 -0.19 0.08 -0.21 2.320
C 0.277 -5.495 -0.641 -0.16 -0.25 -0.01 -1.596
C 1.515 -3.621 0.268 0.28 0.11 0.42 -1.879
C 2.276 -4.632 -1.882 0.18 -0.03 -0.11 -1.647
C 0.624 -0.377 -0.014 -2.16 0.99 -1.53 -0.819
C -0.727 0.022 0.271 3.15 -3.28 -3.22 -0.623
C -1.827 -0.935 -0.053 1.35 1.06 0.36 1.406
C -1.792 -2.220 0.500 -0.47 -0.26 0.06 0.480
C -2.747 -3.163 0.127 0.02 0.33 0.03 -1.253
C -3.771 -2.803 -0.753 -0.02 -0.26 -0.16 -0.993
C -3.866 -1.493 -1.222 0.03 0.38 0.24 -1.272
C -2.916 -0.547 -0.846 -0.47 -0.21 0.08 0.115
H 3.499 0.375 2.884 -0.11 -0.17 -0.05 0.226
H 2.849 -0.836 4.014 -0.01 0.13 -0.27 0.497
H 2.403 -0.920 2.294 0.16 0.10 0.17 0.011
H -0.657 0.358 4.093 0.19 -0.11 -0.13 0.178
H -0.078 -0.848 2.896 0.04 0.19 0.14 0.109
H 0.491 -0.909 4.574 -0.16 0.13 -0.14 0.598
H 0.930 2.104 5.013 0.24 -0.14 -0.03 0.333
H 2.044 0.821 5.516 -0.07 0.04 -0.21 0.458
H 2.625 2.133 4.467 -0.16 -0.05 0.11 0.386
H -0.292 2.721 3.514 0.15 0.08 -0.23 0.446
H -0.839 4.405 1.777 0.26 -0.24 -0.07 0.312
H 0.492 4.483 -0.315 0.52 0.02 0.52 0.363
H 2.036 3.111 -2.418 0.31 -0.08 0.08 0.191
H 3.818 3.246 -2.510 -0.18 -0.10 -0.03 0.606
H 3.068 1.722 -1.992 -0.10 0.30 -0.14 0.238
H 4.331 3.382 1.209 0.16 -0.12 -0.23 0.366
H 4.361 1.820 0.394 0.11 0.25 0.03 0.160
H 5.187 3.204 -0.364 -0.14 -0.05 0.21 0.418
H 3.021 5.273 0.450 -0.05 0.02 -0.24 0.413
H 3.993 5.190 -1.036 -0.15 -0.09 0.04 0.430
H 2.223 5.252 -1.150 0.24 0.01 0.12 0.374
H 3.820 0.290 -0.342 -0.18 -0.15 -0.20 0.743
H 2.854 -1.550 -2.122 0.01 0.05 0.08 0.378
H -2.614 0.631 -3.606 0.19 -0.03 -0.26 0.447
H -1.604 1.794 -4.478 0.02 -0.34 -0.02 0.394
H -1.883 0.186 -5.186 -0.10 0.14 0.07 0.500
H 1.631 -0.110 -3.873 -0.16 0.11 -0.19 0.247
H 0.551 -0.500 -5.243 0.20 0.14 0.09 0.385
H 0.910 1.208 -4.842 -0.02 -0.21 0.06 0.448
H 0.537 1.082 -1.768 -0.30 0.30 -0.21 -1.532
H -0.050 2.283 -2.929 -0.14 -0.59 0.05 1.076
H -1.233 1.459 -1.895 0.63 0.01 -0.17 0.426
H -2.436 -1.539 -4.229 0.54 -0.03 0.13 0.331
H -2.317 -3.979 -4.213 0.27 0.22 0.15 0.366
H -0.514 -5.104 -2.994 -0.09 0.39 0.24 0.275
H 0.059 -6.155 -1.487 -0.01 0.12 0.22 0.392
H 0.867 -6.084 0.076 -0.07 0.20 -0.21 0.442
H -0.669 -5.225 -0.151 0.18 -0.07 -0.16 0.241
H 2.283 -2.858 0.136 -0.11 0.00 0.12 0.257
H 0.673 -3.212 0.835 0.29 -0.03 -0.13 0.251
H 1.965 -4.421 0.877 -0.11 0.24 -0.18 0.728
H 2.834 -3.739 -2.191 -0.04 -0.25 0.02 0.220
H 2.954 -5.275 -1.305 -0.15 0.09 -0.07 0.449
H 1.965 -5.172 -2.785 0.12 0.11 0.15 0.343
H -0.811 1.014 -0.179 0.16 -0.29 1.14 -0.592
H -1.034 -2.444 1.257 -0.27 0.00 -0.36 0.435
H -2.694 -4.168 0.542 -0.12 0.14 -0.11 0.454
H -4.494 -3.550 -1.074 0.08 0.15 0.11 0.405
H -4.680 -1.170 -1.879 0.20 -0.31 0.26 0.396
H -3.034 0.504 -1.125 0.13 -0.46 -0.09 0.660
O -2.161 2.047 0.522 0.30 -1.53 1.14 -0.542
C -2.090 1.229 1.450 -1.35 3.34 3.26 1.013
C -3.209 1.387 2.458 -0.77 -0.55 0.04 0.139
C -4.030 0.335 2.913 0.24 0.67 0.05 -0.107
C -5.107 0.638 3.760 0.02 -0.28 0.16 -0.755
C -5.350 1.937 4.218 0.48 -0.02 -0.42 -0.548
C -4.507 2.964 3.778 0.08 -0.25 0.15 -0.670
C -3.452 2.697 2.913 0.00 -0.25 -0.19 -0.353
H -1.177 0.602 1.853 -2.00 1.70 -1.05 -0.312
H -3.820 -0.697 2.601 -0.22 0.46 0.05 0.427
H -5.765 -0.172 4.081 0.19 0.20 -0.05 0.393
H -6.162 2.159 4.915 0.20 -0.17 -0.31 0.373
H -4.660 3.984 4.111 -0.06 -0.04 0.05 0.401
H -2.796 3.502 2.565 -0.37 -0.31 0.09 0.235
```
Positions in Å, forces in eV/Å.

Computed properties:
LUMO   0.442 eV
HOMO level   -5.747 eV
Structure (SMILES)   CC(C)(C)c1cccc(C(C)(C)C)c1N1C=CN(c2c(C(C)(C)C)cccc2C(C)(C)C)C1=Cc1ccccc1.O=Cc1ccccc1



ORCA calculation (ωB97M-V with the def2-TZVPD basis set) on C45H57BN10PbS3 as an isolated structure.

The geometry in XYZ format:
```
117
Properties=species:S:1:pos:R:3:forces:R:3:mulliken_charge:R:1
Pb 2.219 -0.325 1.575 -0.44 -0.04 -0.51 1.561
C 1.099 -3.414 -2.471 0.06 -0.06 -0.03 -1.558
C -0.087 -2.659 -1.973 -0.08 0.04 0.01 -0.139
C -1.370 -3.092 -2.164 0.03 -0.03 0.01 -0.404
C -2.481 -2.371 -1.667 0.03 0.04 0.00 0.065
N -2.307 -1.225 -1.045 0.03 -0.03 0.00 -0.726
N -1.051 -0.774 -0.893 0.20 -0.19 -0.08 0.945
B -0.966 0.564 -0.163 -0.18 -0.04 0.13 -0.812
N -1.168 0.492 1.346 0.08 -0.01 0.14 -0.258
N -2.186 1.033 0.663 -0.11 0.01 -0.08 0.140
C -3.220 1.609 1.236 -0.01 -0.09 -0.02 0.300
C -3.255 1.465 2.653 0.10 0.04 0.02 -0.683
C -2.249 0.873 3.376 -0.10 0.08 -0.16 -0.111
C -2.299 0.743 4.857 -0.02 0.03 0.04 -1.854
C -1.094 0.399 2.656 0.14 -0.12 0.00 1.360
S 0.292 -0.231 3.429 -0.15 -0.10 0.14 -0.434
C -4.227 2.362 0.400 -0.04 0.01 0.07 1.865
C -3.467 3.468 -0.353 0.00 0.02 0.01 -1.441
C -4.859 1.391 -0.603 0.02 0.03 -0.03 -1.476
C -5.305 2.990 1.285 -0.03 -0.01 -0.05 -2.333
N -0.203 1.681 -0.831 0.04 -0.11 -0.26 1.041
N -0.747 1.788 -2.057 -0.01 -0.10 0.12 -0.515
C -0.351 2.760 -2.838 0.00 0.03 -0.02 -0.155
C 0.625 3.678 -2.376 0.03 0.02 -0.03 -0.247
C 1.193 3.560 -1.137 -0.04 0.00 0.00 0.190
C 2.198 4.542 -0.628 0.05 -0.01 0.03 -1.746
C 0.756 2.465 -0.337 0.03 0.08 0.08 0.435
S 1.390 2.206 1.262 0.04 0.23 0.05 -0.271
C -0.982 2.886 -4.207 0.00 0.05 0.01 1.937
C -1.703 4.244 -4.265 -0.01 0.00 0.00 -1.484
C 0.131 2.840 -5.264 0.01 -0.01 -0.01 -1.708
C -1.983 1.761 -4.458 -0.01 -0.01 -0.03 -1.756
C 0.057 -1.435 -1.278 -0.20 0.39 0.16 1.044
S 1.634 -0.732 -1.013 0.07 -0.13 0.04 -0.557
C -3.878 -2.932 -1.842 0.02 0.03 0.03 1.760
C -4.123 -3.162 -3.343 -0.02 -0.01 0.00 -1.634
C -3.941 -4.271 -1.089 -0.03 -0.02 0.00 -1.620
C -4.942 -1.991 -1.293 -0.03 -0.02 -0.04 -1.848
H 0.801 -4.385 -2.859 0.01 -0.01 -0.01 0.482
H 1.832 -3.556 -1.675 0.00 -0.02 0.00 0.168
H 1.597 -2.863 -3.271 0.01 0.00 0.00 0.372
H -1.547 -4.021 -2.690 0.01 -0.01 -0.01 0.561
H -4.110 1.866 3.179 0.00 0.00 0.00 0.716
H -3.229 1.143 5.252 0.01 0.00 0.02 0.450
H -1.462 1.280 5.308 0.00 -0.01 0.02 0.398
H -2.212 -0.304 5.154 0.02 -0.01 0.00 0.395
H -2.744 3.046 -1.052 0.02 -0.02 -0.02 0.049
H -2.960 4.150 0.331 0.01 0.01 0.01 0.457
H -4.184 4.049 -0.931 -0.02 0.02 0.00 0.560
H -4.099 0.934 -1.238 0.00 -0.01 -0.02 -0.042
H -5.553 1.942 -1.236 -0.02 0.02 -0.01 0.475
H -5.417 0.601 -0.101 0.00 0.01 0.02 0.500
H -4.891 3.698 2.005 0.01 0.02 0.01 0.507
H -5.893 2.240 1.814 -0.01 -0.02 0.02 0.487
H -5.995 3.544 0.650 -0.01 0.01 -0.01 0.429
H 0.926 4.492 -3.023 0.01 0.00 -0.01 0.559
H 2.545 5.184 -1.434 0.00 0.02 0.01 0.460
H 3.051 4.043 -0.170 0.02 0.01 -0.02 0.312
H 1.753 5.173 0.144 -0.01 0.00 0.00 0.381
H -1.022 5.083 -4.120 0.01 0.01 0.00 0.418
H -2.496 4.305 -3.518 -0.01 0.01 0.01 0.264
H -2.159 4.364 -5.247 0.00 0.00 -0.01 0.471
H 0.840 3.663 -5.161 0.01 0.02 0.01 0.362
H -0.315 2.925 -6.254 -0.01 0.00 -0.01 0.482
H 0.681 1.898 -5.225 0.01 -0.02 0.00 0.375
H -2.797 1.770 -3.733 -0.01 0.01 0.02 0.212
H -1.506 0.780 -4.428 0.02 -0.01 0.00 0.378
H -2.416 1.892 -5.449 -0.01 0.00 -0.01 0.484
H -3.467 -3.923 -3.765 0.01 -0.01 -0.01 0.365
H -4.002 -2.241 -3.913 0.00 0.02 -0.01 0.349
H -5.146 -3.508 -3.484 -0.01 -0.01 0.00 0.479
H -3.173 -4.975 -1.414 0.01 -0.01 -0.01 0.357
H -4.906 -4.742 -1.277 -0.02 0.00 0.00 0.487
H -3.852 -4.122 -0.011 0.02 0.00 0.02 0.332
H -4.987 -1.067 -1.867 0.01 0.01 -0.02 0.323
H -4.768 -1.745 -0.245 0.01 -0.01 0.03 0.301
H -5.914 -2.476 -1.369 -0.01 -0.01 0.00 0.569
C 3.903 -2.144 3.536 -0.01 -0.10 0.05 -0.848
N 4.011 -1.897 2.087 0.03 -0.09 -0.22 0.763
C 3.819 -3.123 1.278 0.09 0.11 0.20 -1.106
C 2.401 -3.619 1.371 -0.01 -0.02 -0.02 0.508
C 2.093 -4.967 1.275 0.03 0.08 0.00 -1.088
C 0.764 -5.355 1.348 0.01 0.00 0.00 -0.901
C -0.212 -4.383 1.522 -0.02 0.05 -0.01 -0.902
C 0.179 -3.062 1.624 -0.02 -0.08 -0.06 -0.241
N 1.459 -2.689 1.544 0.00 -0.09 0.18 1.342
C 5.318 -1.276 1.797 0.06 0.01 -0.07 -1.053
C 5.293 -0.412 0.565 -0.03 -0.01 0.00 0.628
C 6.401 -0.269 -0.249 -0.03 0.01 0.07 -1.155
C 6.361 0.654 -1.284 0.01 -0.02 0.01 -0.657
C 5.211 1.406 -1.470 -0.06 0.04 0.00 -1.104
C 4.136 1.194 -0.629 0.12 -0.02 -0.07 0.081
N 4.176 0.297 0.362 0.16 -0.02 0.09 0.508
C 3.836 -0.825 4.267 0.00 0.02 0.08 0.520
C 4.336 -0.654 5.544 0.00 -0.06 -0.05 -1.017
C 4.245 0.596 6.140 0.00 0.01 0.03 -0.582
C 3.665 1.644 5.439 -0.04 0.03 -0.06 -0.997
C 3.181 1.404 4.170 0.07 -0.02 0.09 -0.311
N 3.272 0.191 3.603 0.05 0.17 0.03 0.539
H 4.764 -2.719 3.888 -0.02 -0.01 0.01 0.566
H 3.008 -2.739 3.733 -0.01 0.01 0.01 0.431
H 4.508 -3.906 1.607 0.01 0.03 -0.01 0.545
H 4.064 -2.880 0.240 -0.01 0.03 0.00 0.352
H 2.884 -5.696 1.159 0.00 -0.02 0.00 0.587
H 0.496 -6.401 1.288 0.00 -0.02 0.00 0.511
H -1.258 -4.645 1.603 -0.02 -0.01 0.00 0.642
H -0.547 -2.278 1.794 -0.02 0.02 0.01 -0.013
H 6.094 -2.042 1.724 -0.02 -0.01 -0.05 0.455
H 5.582 -0.633 2.639 0.05 -0.03 -0.01 0.410
H 7.288 -0.858 -0.061 0.02 -0.02 0.00 0.569
H 7.219 0.787 -1.930 0.00 0.00 -0.01 0.489
H 5.143 2.143 -2.257 0.01 0.01 -0.01 0.551
H 3.217 1.748 -0.735 -0.04 0.01 -0.04 0.333
H 4.798 -1.485 6.060 0.00 -0.01 0.01 0.580
H 4.633 0.752 7.138 0.01 0.00 0.01 0.479
H 3.592 2.635 5.864 0.00 0.01 0.01 0.546
H 2.716 2.185 3.583 0.02 0.02 0.03 0.485
```
Positions in Å, forces in eV/Å.

Computed properties:
LUMO   -12.280 eV
HOMO level   -18.821 eV
Charge   +4



Number 1: frontier orbital gap 6.2 eV. Number 2: frontier orbital gap 6.5 eV.